# 1
Density functional theory data (ωB97M-V/def2-TZVPD) for a structure of composition C36H29MnOP2S at a distorted geometry.

Output
* 2S+1: 4
* calculated total energy: -100549.6754 eV
* total charge: +3
* HOMO level (alpha / beta): -16.70 / -16.63 eV
* maximum force: 0.06836 Eh/bohr

CARTESIAN COORDINATES (ANGSTROEM)
Mn  0.491  -0.274  -0.139
O  1.041  -3.907  -0.262
S  0.540  -2.490  -0.210
C  0.102  -2.238  1.560
C  -0.695  -3.228  2.176
C  -1.010  -3.188  3.532
C  -0.514  -2.164  4.318
C  0.307  -1.190  3.748
C  0.654  -1.200  2.373
P  1.785  0.159  1.770
C  0.669  1.609  1.703
C  1.216  2.870  1.405
C  0.408  4.008  1.315
C  -0.965  3.907  1.506
C  -1.533  2.667  1.779
C  -0.723  1.530  1.868
C  2.895  0.469  3.180
C  4.043  -0.335  3.295
C  4.957  -0.147  4.336
C  4.739  0.850  5.282
C  3.608  1.656  5.188
C  2.696  1.468  4.145
C  -1.143  -2.549  -0.959
C  -1.767  -3.819  -0.990
C  -3.008  -4.019  -1.587
C  -3.643  -2.954  -2.199
C  -3.026  -1.701  -2.229
C  -1.762  -1.458  -1.639
P  -1.029  0.230  -1.810
C  -2.135  1.196  -2.873
C  -3.262  1.795  -2.279
C  -4.162  2.556  -3.030
C  -3.943  2.747  -4.390
C  -2.824  2.181  -4.994
C  -1.927  1.414  -4.242
C  0.472  -0.038  -2.790
C  1.560  0.824  -2.571
C  2.756  0.666  -3.272
C  2.883  -0.357  -4.208
C  1.815  -1.219  -4.440
C  0.618  -1.061  -3.737
H  -1.051  -4.082  1.607
H  -1.622  -3.971  3.973
H  -0.745  -2.126  5.380
H  0.675  -0.413  4.413
H  2.287  2.980  1.242
H  0.855  4.973  1.092
H  -1.595  4.789  1.434
H  -2.607  2.577  1.918
H  -1.220  0.583  2.064
H  4.241  -1.122  2.569
H  5.838  -0.779  4.403
H  5.450  0.998  6.091
H  3.433  2.434  5.927
H  1.821  2.113  4.114
H  -1.266  -4.685  -0.561
H  -3.462  -5.006  -1.588
H  -4.609  -3.095  -2.678
H  -3.565  -0.919  -2.759
H  -3.455  1.667  -1.215
H  -5.030  3.000  -2.550
H  -4.637  3.342  -4.977
H  -2.641  2.338  -6.055
H  -1.064  0.999  -4.755
H  1.487  1.630  -1.841
H  3.588  1.340  -3.084
H  3.815  -0.484  -4.752
H  1.913  -2.021  -5.168
H  -0.198  -1.750  -3.945
H  2.181  -0.574  0.071



# 2
Density functional theory data (ωB97M-V/def2-TZVPD) for a structure of composition C36H30AsCl2N6S2Tl.

Output
* calculated total energy: -159007.0395 eV
* total charge: -2
* HOMO level: -0.96 eV
* maximum force: 0.00915 Eh/bohr
* energy relative to the best compared isomer or geometry (same formula, charge and spin): 22.2 kcal per mole

CARTESIAN COORDINATES (ANGSTROEM)
Tl  -0.593  -1.119  0.037
S  -2.841  -0.028  -0.876
C  -3.726  -0.152  0.612
C  -5.155  -0.202  0.479
N  -6.299  -0.221  0.340
C  -3.188  -0.189  1.865
S  -1.485  -0.110  2.239
C  -4.052  -0.276  3.003
N  -4.725  -0.354  3.936
Cl  0.195  2.599  -2.381
C  1.932  2.526  -2.714
Cl  2.931  2.786  -1.274
H  2.170  3.311  -3.421
H  2.154  1.543  -3.103
N  5.838  -1.153  4.225
C  6.891  -1.695  4.924
C  8.083  -1.162  5.401
C  8.923  -2.025  6.081
C  8.584  -3.372  6.279
C  7.397  -3.893  5.801
C  6.538  -3.040  5.110
N  5.312  -3.298  4.528
C  4.929  -2.160  4.014
C  3.683  -1.943  3.268
C  2.897  -3.031  2.911
C  1.758  -2.808  2.156
N  1.381  -1.592  1.772
C  2.119  -0.548  2.126
C  3.278  -0.674  2.870
H  5.771  -0.217  3.871
H  8.347  -0.124  5.245
H  9.864  -1.654  6.467
H  9.272  -4.013  6.816
H  7.133  -4.933  5.945
H  3.195  -4.030  3.196
H  1.124  -3.626  1.831
H  1.785  0.420  1.762
H  3.846  0.218  3.102
C  1.021  -0.754  -1.250
C  2.059  -0.716  -1.896
C  3.264  -0.653  -2.641
C  4.510  -0.707  -1.918
C  5.760  -1.016  -2.511
C  6.930  -1.075  -1.774
C  6.938  -0.837  -0.404
C  5.718  -0.561  0.209
C  4.544  -0.504  -0.516
C  3.143  -0.504  -4.076
C  4.124  0.110  -4.893
C  3.924  0.321  -6.247
C  2.739  -0.056  -6.871
C  1.749  -0.643  -6.087
C  1.940  -0.863  -4.736
H  5.799  -1.259  -3.563
H  7.857  -1.328  -2.281
H  7.856  -0.881  0.170
H  5.685  -0.395  1.282
H  3.609  -0.296  -0.014
H  5.033  0.476  -4.438
H  4.702  0.813  -6.823
H  2.587  0.113  -7.931
H  0.806  -0.935  -6.538
H  1.147  -1.304  -4.145
N  -1.519  -4.382  0.346
C  -1.205  -3.276  0.227
C  -1.770  3.815  0.585
As  -0.057  3.068  1.180
C  0.968  4.754  1.054
C  -0.419  3.259  3.113
H  -2.070  4.641  1.234
H  -2.526  3.030  0.610
H  -1.674  4.170  -0.440
H  0.462  5.555  1.598
H  1.080  5.038  0.008
H  1.965  4.606  1.469
H  -0.627  4.301  3.364
H  0.442  2.915  3.688
H  -1.271  2.636  3.378



# 3
Density functional theory data (ωB97M-V/def2-TZVPD) for a cluster of 8 separate species, C36H30Cl2F56O7 in total at a distorted geometry.

Output
* SMILES: FC(F)C(F)(F)COC(F)(F)C(F)F.FC(F)C(F)(F)COC(F)(F)C(F)F.FC(F)C(F)(F)COC(F)(F)C(F)F.FC(F)C(F)(F)COC(F)(F)C(F)F.FC(F)C(F)(F)COC(F)(F)C(F)F.FC(F)C(F)(F)COC(F)(F)C(F)F.FC(F)C(F)(F)COC(F)(F)C(F)F.ClCCl
* calculated total energy: -229368.6525 eV
* HOMO level: -11.08 eV
* maximum force: 0.10389 Eh/bohr

CARTESIAN COORDINATES (ANGSTROEM)
C  -3.599  4.064  -5.196
C  -3.240  2.641  -4.703
C  -3.669  1.563  -5.760
F  -3.884  0.289  -5.293
F  -4.784  1.895  -6.430
F  -1.997  2.483  -4.302
F  -3.999  2.446  -3.587
O  -3.234  4.344  -6.558
C  -3.812  5.457  -7.270
C  -3.246  5.416  -8.704
F  -3.577  4.296  -9.461
F  -3.584  6.497  -9.478
F  -5.117  5.474  -7.098
F  -3.388  6.446  -6.546
H  -3.142  4.755  -4.488
H  -4.656  4.290  -5.057
H  -2.993  1.561  -6.615
H  -2.158  5.455  -8.750
C  5.158  2.033  -12.349
C  6.133  1.285  -13.223
C  7.055  0.425  -12.358
F  7.662  1.197  -11.444
F  6.386  -0.502  -11.748
F  5.642  0.446  -14.149
F  6.880  2.099  -13.897
O  4.327  1.014  -11.704
C  3.600  1.272  -10.564
C  2.732  0.009  -10.288
F  3.269  -1.188  -10.460
F  2.323  0.051  -9.003
F  4.526  1.552  -9.568
F  2.750  2.303  -10.686
H  4.553  2.742  -12.913
H  5.670  2.549  -11.537
H  7.834  -0.130  -12.881
H  1.763  -0.016  -10.786
C  3.133  -12.023  -7.071
C  2.373  -12.106  -8.424
C  2.067  -13.626  -8.755
F  1.240  -13.741  -9.769
F  3.184  -14.340  -8.916
F  1.134  -11.512  -8.398
F  3.026  -11.600  -9.430
O  2.393  -12.329  -5.841
C  2.836  -13.264  -4.857
C  2.013  -13.137  -3.492
F  0.663  -13.186  -3.590
F  2.482  -14.060  -2.606
F  2.602  -14.461  -5.396
F  4.123  -13.096  -4.781
H  3.717  -11.122  -6.886
H  4.039  -12.604  -7.241
H  1.609  -14.039  -7.857
H  2.257  -12.143  -3.116
C  -1.959  8.885  9.225
C  -1.743  7.462  8.748
C  -1.260  7.383  7.240
F  -0.877  6.102  6.858
F  -2.174  7.838  6.316
F  -0.765  6.821  9.503
F  -2.896  6.780  9.011
O  -0.882  9.671  9.102
C  -0.926  10.677  8.083
C  0.550  11.213  8.024
F  0.754  12.164  7.149
F  1.130  11.534  9.154
F  -1.420  10.205  6.950
F  -1.838  11.593  8.431
H  -2.327  8.807  10.248
H  -2.831  9.317  8.733
H  -0.335  7.933  7.068
H  1.172  10.373  7.713
C  -7.316  4.947  3.326
C  -7.129  3.415  3.509
C  -8.116  2.765  4.492
F  -9.320  3.155  4.318
F  -8.148  1.427  4.494
F  -7.251  2.966  2.273
F  -5.901  3.168  3.773
O  -7.584  5.714  4.511
C  -8.792  6.454  4.578
C  -8.640  7.765  3.837
F  -8.888  7.707  2.544
F  -9.425  8.658  4.433
F  -9.931  5.739  4.321
F  -8.811  6.727  5.868
H  -8.166  5.015  2.646
H  -6.568  5.423  2.691
H  -7.894  2.947  5.543
H  -7.648  8.189  3.995
C  4.203  0.051  12.175
C  3.736  -1.135  13.045
C  4.266  -2.540  12.698
F  5.636  -2.672  12.986
F  3.571  -3.524  13.325
F  4.046  -0.907  14.343
F  2.456  -1.148  12.927
O  3.676  -0.157  10.857
C  3.896  0.976  9.963
C  3.537  0.446  8.564
F  3.795  1.338  7.573
F  4.177  -0.701  8.288
F  3.051  1.922  10.311
F  5.151  1.518  10.118
H  5.285  0.103  12.049
H  3.911  0.998  12.628
H  4.242  -2.744  11.627
H  2.483  0.185  8.466
C  0.857  -5.178  -0.557
C  1.970  -5.258  -1.614
C  1.489  -4.441  -2.818
F  2.076  -4.800  -3.982
F  0.135  -4.430  -3.047
F  3.141  -4.767  -1.116
F  2.154  -6.547  -1.988
O  0.148  -3.921  -0.369
C  0.816  -2.816  0.241
C  -0.102  -2.004  1.171
F  -0.680  -2.623  2.158
F  0.242  -0.875  1.721
F  1.825  -3.248  0.996
F  1.223  -2.091  -0.842
H  1.178  -5.563  0.411
H  0.090  -5.874  -0.896
H  1.823  -3.403  -2.799
H  -0.933  -1.602  0.592
C  1.218  -6.803  6.609
Cl  1.192  -5.815  8.072
Cl  2.783  -6.672  5.822
H  0.924  -7.810  6.907
H  0.395  -6.530  5.949



# 4
Density functional theory data (ωB97M-V/def2-TZVPD) for a structure of composition C36H31BrMnN6O4S3 at a distorted geometry.

Output
* 2S+1: 6
* calculated total energy: -188834.5401 eV
* HOMO level (alpha / beta): -6.77 / -6.80 eV
* maximum force: 0.03498 Eh/bohr
* energy relative to the best compared isomer or geometry (same formula, charge and spin): 19.1 kcal per mole

CARTESIAN COORDINATES (ANGSTROEM)
Mn  0.185  1.098  -0.156
Br  5.609  -4.939  2.276
C  4.355  -4.120  3.433
C  4.205  -2.742  3.413
C  3.293  -2.138  4.267
C  2.536  -2.901  5.157
C  2.718  -4.279  5.167
C  3.611  -4.896  4.300
N  1.614  -2.395  6.133
N  1.209  -1.201  6.112
C  0.937  -0.513  4.932
C  0.974  0.868  5.049
C  0.897  1.734  3.964
C  0.721  1.243  2.674
O  0.681  1.971  1.630
C  0.533  -0.215  2.542
N  0.263  -0.644  1.290
C  0.017  -1.915  1.091
C  -0.018  -2.847  2.138
C  0.271  -2.431  3.405
C  0.605  -1.075  3.644
H  4.798  -2.142  2.737
H  3.191  -1.062  4.252
H  2.132  -4.867  5.863
H  3.733  -5.971  4.309
H  1.141  1.260  6.047
H  0.990  2.804  4.099
H  -0.199  -2.208  0.069
H  -0.286  -3.876  1.935
H  0.221  -3.133  4.225
C  5.084  1.699  -2.887
O  3.936  2.337  -2.318
C  2.992  1.604  -1.718
O  2.076  2.157  -1.143
N  3.128  0.250  -1.784
N  2.113  -0.482  -1.176
H  5.771  2.498  -3.136
H  4.821  1.160  -3.799
H  5.556  1.027  -2.170
H  3.672  -0.165  -2.523
H  2.497  -1.290  -0.708
H  1.340  -0.711  -1.804
C  -3.086  6.582  -1.692
C  -2.326  5.331  -1.343
C  -2.726  4.496  -0.310
C  -1.993  3.358  -0.032
N  -0.910  2.995  -0.723
C  -0.520  3.800  -1.715
C  -1.187  4.962  -2.048
H  -3.903  6.759  -0.993
H  -3.507  6.503  -2.696
H  -2.426  7.450  -1.680
H  -3.604  4.726  0.283
H  -2.283  2.706  0.783
H  0.366  3.493  -2.253
H  -0.817  5.573  -2.863
O  -0.552  0.002  -1.697
C  -1.721  -0.548  -2.170
C  -2.541  -1.144  -1.023
C  -3.013  -2.409  -0.849
C  -3.703  -2.587  0.395
C  -3.733  -1.450  1.138
S  -2.949  -0.163  0.330
C  -1.406  -1.683  -3.157
C  -0.417  -2.615  -3.040
C  -0.392  -3.549  -4.118
C  -1.373  -3.303  -5.031
S  -2.311  -1.948  -4.587
C  -2.549  0.520  -2.884
C  -3.882  0.792  -2.828
C  -4.262  1.892  -3.660
C  -3.200  2.423  -4.324
S  -1.749  1.604  -3.947
H  -2.867  -3.197  -1.576
H  -4.156  -3.519  0.707
H  -4.177  -1.292  2.109
H  0.261  -2.650  -2.197
H  0.324  -4.356  -4.207
H  -1.591  -3.841  -5.942
H  -4.577  0.221  -2.225
H  -5.275  2.262  -3.749
H  -3.191  3.253  -5.016



# 5
Density functional theory data (ωB97M-V/def2-TZVPD) for a structure of composition C36H31F2IrN5O3S at a distorted geometry.

Output
* 2S+1: 2
* calculated total energy: -70522.1254 eV
* total charge: +2
* HOMO level (alpha / beta): -13.03 / -13.00 eV
* maximum force: 0.02699 Eh/bohr
* energy relative to the best compared isomer or geometry (same formula, charge and spin): 66.1 kcal per mole

CARTESIAN COORDINATES (ANGSTROEM)
Ir  -1.513  0.921  -0.150
F  -5.461  4.452  -0.218
C  -5.028  3.269  0.201
C  -3.729  2.888  -0.119
C  -3.292  1.653  0.333
C  -4.133  0.816  1.086
C  -5.425  1.240  1.352
F  -6.250  0.447  2.037
C  -5.893  2.467  0.921
C  -3.503  -0.437  1.477
C  -3.956  -1.373  2.393
C  -3.191  -2.497  2.648
C  -1.987  -2.681  1.981
C  -1.569  -1.717  1.094
N  -2.307  -0.619  0.848
H  -3.114  3.563  -0.700
H  -6.903  2.784  1.142
H  -4.894  -1.211  2.900
H  -3.535  -3.230  3.366
H  -1.371  -3.552  2.151
H  -0.645  -1.809  0.544
C  4.632  -2.751  -0.236
O  3.345  -2.296  -0.669
C  2.446  -3.223  -1.101
C  2.681  -4.593  -1.053
C  1.752  -5.485  -1.564
C  0.581  -5.025  -2.146
C  0.344  -3.664  -2.195
C  1.249  -2.755  -1.657
N  0.911  -1.371  -1.806
C  0.912  -0.364  -0.935
N  1.375  -0.516  0.309
C  1.042  0.403  1.330
C  -0.099  1.194  1.265
C  -0.365  2.134  2.260
C  0.489  2.215  3.351
C  1.606  1.397  3.448
C  1.895  0.495  2.431
O  2.963  -0.337  2.398
C  3.877  -0.281  3.497
N  0.253  0.772  -1.320
C  0.875  2.037  -1.227
C  0.041  3.129  -1.060
C  0.538  4.420  -0.933
C  1.904  4.606  -1.019
C  2.759  3.525  -1.235
C  2.254  2.240  -1.341
O  2.992  1.118  -1.550
C  4.396  1.280  -1.732
H  5.184  -1.855  0.028
H  5.143  -3.276  -1.044
H  4.543  -3.400  0.636
H  3.608  -4.968  -0.645
H  1.959  -6.546  -1.521
H  -0.135  -5.718  -2.565
H  -0.560  -3.285  -2.660
H  0.494  -1.109  -2.688
H  2.105  -1.203  0.484
H  -1.224  2.790  2.198
H  0.283  2.929  4.137
H  2.257  1.482  4.305
H  4.649  -1.014  3.283
H  3.377  -0.542  4.430
H  4.324  0.710  3.575
H  -1.047  2.954  -1.022
H  -0.128  5.257  -0.782
H  2.320  5.600  -0.931
H  3.821  3.700  -1.325
H  4.799  0.280  -1.859
H  4.853  1.750  -0.859
H  4.605  1.875  -2.623
S  -3.579  0.707  -4.247
C  -3.861  -0.747  -3.399
C  -3.151  -0.759  -2.246
N  -2.388  0.372  -2.046
C  -2.541  1.231  -3.030
H  -4.517  -1.510  -3.785
H  -3.133  -1.555  -1.518
H  -2.010  2.172  -3.080